(1)
{
  "formula": "CH2N4",
  "method": "the ωB97M-V functional and the def2-TZVPD basis",
  "fmax_ev_per_a": 1.92,
  "smiles": "c1nnn[nH]1",
  "total_charge": 0,
  "spin_multiplicity": 1,
  "relative_energy_kj_mol": 164.6,
  "symbols": ["C", "H", "H", "N", "N", "N", "N"],
  "positions_angstrom": [[0.468, 0.658, 0.024], [1.470, 1.064, 0.018], [1.056, -1.389, -0.013], [-0.742, 1.193, -0.011], [-1.592, 0.141, -0.012], [-0.971, -0.990, 0.026], [0.311, -0.677, -0.032]],
  "lowdin_charge": [-0.186, 0.112, 0.162, 0.008, -0.063, -0.017, -0.017]
}

---

(2)
{
  "formula": "C5H4N2O",
  "method": "the ωB97M-V functional and the def2-TZVPD basis",
  "fmax_ev_per_a": 4.55,
  "total_charge": 0,
  "spin_multiplicity": 1,
  "relative_energy_kj_mol": 80.3,
  "symbols": ["C", "C", "C", "C", "C", "H", "H", "H", "H", "N", "N", "O"],
  "positions_angstrom": [[-2.075, -0.323, -0.075], [-1.384, 0.867, -0.067], [0.016, 0.465, 0.008], [2.039, -0.379, -0.015], [0.071, -0.881, 0.041], [-3.163, -0.597, 0.049], [-1.834, 1.830, -0.052], [1.786, 1.637, 0.373], [3.083, -0.512, -0.259], [1.375, 0.759, -0.004], [1.276, -1.440, -0.059], [-1.189, -1.426, 0.060]],
  "lowdin_charge": [-0.074, 0.009, -0.176, -0.220, -0.355, 0.138, 0.087, 0.178, 0.126, 0.092, 0.159, 0.037]
}

---

(3)
{
  "formula": "C39H57CaClN3O8P4Se4",
  "method": "the ωB97M-V functional and the def2-TZVPD basis",
  "fmax_ev_per_a": 2.59,
  "total_charge": -1,
  "spin_multiplicity": 1,
  "relative_energy_kj_mol": 0.0,
  "symbols": ["Ca", "Se", "Se", "Se", "Se", "C", "C", "C", "O", "P", "O", "C", "P", "O", "O", "C", "C", "C", "O", "C", "C", "C", "O", "C", "C", "C", "H", "H", "H", "H", "H", "H", "H", "H", "H", "H", "H", "H", "H", "H", "H", "H", "H", "H", "H", "H", "H", "H", "H", "H", "H", "H", "H", "H", "H", "H", "O", "P", "C", "P", "O", "C", "C", "C", "C", "C", "C", "C", "C", "C", "C", "C", "C", "C", "C", "C", "C", "C", "C", "C", "C", "C", "C", "C", "C", "H", "H", "H", "H", "H", "H", "H", "H", "H", "H", "H", "H", "H", "H", "H", "H", "H", "H", "H", "H", "H", "H", "Cl", "N", "C", "H", "N", "N", "H", "H", "H", "H"],
  "positions_angstrom": [[-0.292, 1.144, -0.752], [0.366, 5.053, -3.456], [0.405, 5.262, -1.168], [2.465, 4.631, -0.216], [2.008, 2.919, 1.264], [3.561, -3.099, -3.753], [2.148, -2.771, -4.209], [1.263, -4.001, -4.316], [1.510, -1.776, -3.384], [1.455, -1.546, -1.829], [0.243, -0.744, -1.522], [2.976, -0.867, -1.201], [2.816, 1.020, -1.362], [1.519, 1.780, -1.603], [3.219, 0.653, -2.982], [3.216, 1.507, -4.125], [1.866, 1.446, -4.839], [3.596, 2.955, -3.849], [4.127, 1.961, -1.167], [5.501, 1.617, -0.988], [6.079, 0.789, -2.132], [5.752, 0.941, 0.354], [1.345, -3.069, -1.337], [1.184, -3.578, 0.006], [0.482, -2.612, 0.941], [2.532, -4.020, 0.551], [4.000, -3.829, -4.435], [3.549, -3.522, -2.746], [4.181, -2.199, -3.762], [2.202, -2.292, -5.184], [1.214, -4.519, -3.358], [1.667, -4.679, -5.074], [0.252, -3.709, -4.610], [3.794, -1.224, -1.814], [3.086, -1.148, -0.153], [3.973, 1.070, -4.785], [1.179, 2.168, -4.394], [1.441, 0.440, -4.760], [1.984, 1.706, -5.898], [2.895, 3.400, -3.146], [3.536, 3.522, -4.783], [4.605, 3.057, -3.440], [6.003, 2.585, -0.982], [5.640, -0.211, -2.152], [7.159, 0.694, -1.986], [5.895, 1.259, -3.098], [5.273, -0.041, 0.388], [5.346, 1.544, 1.168], [6.828, 0.813, 0.509], [0.560, -4.462, -0.120], [1.099, -1.730, 1.142], [0.278, -3.110, 1.892], [-0.448, -2.265, 0.489], [3.177, -3.156, 0.727], [3.026, -4.694, -0.152], [2.388, -4.545, 1.499], [-0.267, 0.806, 1.537], [-1.173, 0.475, 2.669], [-2.414, -0.780, 2.200], [-3.191, -0.412, 0.576], [-2.192, -0.198, -0.509], [-4.482, 0.809, 0.809], [-5.147, 0.991, 2.015], [-6.188, 1.908, 2.102], [-6.578, 2.617, 0.974], [-5.933, 2.409, -0.242], [-4.885, 1.510, -0.330], [-4.123, -1.932, 0.211], [-5.512, -2.009, 0.240], [-6.157, -3.173, -0.164], [-5.418, -4.265, -0.597], [-4.029, -4.195, -0.631], [-3.386, -3.031, -0.237], [-2.059, 1.768, 3.565], [-2.871, 1.363, 4.628], [-3.572, 2.300, 5.370], [-3.447, 3.652, 5.064], [-2.594, 4.059, 4.049], [-1.888, 3.122, 3.301], [-0.175, -0.222, 4.016], [0.816, 0.632, 4.511], [1.713, 0.183, 5.468], [1.624, -1.123, 5.942], [0.635, -1.968, 5.465], [-0.265, -1.519, 4.503], [-3.175, -0.916, 2.969], [-1.878, -1.718, 2.054], [-4.852, 0.440, 2.900], [-6.687, 2.069, 3.050], [-7.386, 3.335, 1.041], [-6.235, 2.969, -1.120], [-4.347, 1.372, -1.262], [-6.093, -1.154, 0.567], [-7.240, -3.220, -0.156], [-5.923, -5.166, -0.924], [-3.452, -5.041, -0.984], [-2.306, -2.956, -0.311], [-2.949, 0.311, 4.887], [-4.212, 1.980, 6.184], [-4.007, 4.388, 5.630], [-2.480, 5.113, 3.821], [-1.245, 3.434, 2.489], [0.885, 1.645, 4.129], [2.486, 0.846, 5.836], [2.329, -1.480, 6.683], [0.567, -2.985, 5.836], [-1.033, -2.191, 4.135], [-2.062, 2.831, 0.189], [2.632, 0.181, 1.431], [2.536, 1.131, 0.599], [2.416, 0.438, 2.393], [-2.475, 2.475, -3.032], [-1.201, 1.830, -2.869], [-2.375, 3.173, -3.757], [-2.603, 2.996, -2.169], [-0.456, 2.497, -3.103], [-1.143, 1.083, -3.549]],
  "lowdin_charge": [1.096, -0.197, -0.208, 0.046, 0.484, -0.044, -0.418, -0.047, -0.165, 0.525, -0.397, -0.218, 0.460, -0.530, -0.295, -0.450, -0.047, -0.068, -0.268, -0.431, -0.045, -0.051, -0.186, -0.422, -0.056, -0.042, 0.084, 0.074, 0.080, 0.140, 0.071, 0.081, 0.087, 0.046, 0.028, 0.124, 0.026, 0.066, 0.079, 0.016, 0.084, 0.066, 0.142, 0.064, 0.081, 0.069, 0.068, 0.078, 0.079, 0.137, 0.065, 0.087, 0.047, 0.077, 0.079, 0.083, -0.508, 0.736, -0.273, 0.732, -0.433, -0.344, -0.094, -0.081, -0.081, -0.066, -0.114, -0.244, -0.063, -0.084, -0.092, -0.080, -0.068, -0.289, -0.112, -0.092, -0.085, -0.058, -0.100, -0.261, -0.081, -0.068, -0.086, -0.086, -0.087, 0.063, 0.046, 0.089, 0.100, 0.099, 0.108, 0.094, 0.101, 0.101, 0.099, 0.102, 0.095, 0.103, 0.098, 0.099, 0.110, 0.045, 0.102, 0.108, 0.100, 0.100, 0.097, 0.039, 0.019, -0.710, 0.015, -0.064, -0.170, 0.035, -0.033, -0.040, 0.076]
}

---

(4)
{
  "formula": "H8NO2P2Pd",
  "method": "the ωB97M-V functional and the def2-TZVPD basis",
  "fmax_ev_per_a": 1.62,
  "total_charge": 1,
  "spin_multiplicity": 1,
  "symbols": ["N", "P", "O", "P", "O", "H", "H", "H", "H", "H", "H", "H", "H", "Pd"],
  "positions_angstrom": [[-1.572, -0.125, -1.861], [-1.072, 0.810, -0.620], [-2.289, 0.663, 0.393], [0.947, -0.322, 0.399], [1.769, 1.097, 0.773], [-1.148, 0.147, -2.744], [-2.578, -0.203, -1.992], [-2.445, 1.469, 0.907], [0.269, -0.268, 1.659], [0.209, -1.505, 0.038], [1.497, -0.227, -0.912], [2.081, -1.247, 0.876], [1.216, 1.742, 1.236], [3.116, -2.032, 1.850]],
  "lowdin_charge": [-0.130, 0.878, -0.248, 0.380, -0.393, 0.076, 0.084, 0.088, 0.004, -0.045, 0.008, -0.072, 0.032, 0.339]
}

---

Number 1: HOMO energy -0.4020 Eh, LUMO 0.623 eV. Number 2: HOMO energy -0.3060 Eh, LUMO 0.818 eV. Number 3: HOMO energy -0.1065 Eh, LUMO 1.902 eV. Number 4: HOMO energy -0.4286 Eh, LUMO -6.416 eV.